No. 1
{
  "formula": "C47H112CrF8N9O16S2",
  "method": "the ωB97M-V functional and the def2-TZVPD basis",
  "symbols": ["Cr", "F", "F", "C", "F", "F", "F", "S", "O", "O", "N", "S", "O", "O", "C", "F", "F", "F", "C", "C", "C", "C", "C", "C", "N", "O", "C", "C", "C", "H", "H", "H", "H", "H", "H", "H", "H", "H", "H", "H", "H", "H", "H", "H", "H", "H", "H", "H", "C", "O", "C", "C", "N", "C", "C", "O", "C", "H", "H", "H", "H", "H", "H", "H", "H", "H", "H", "H", "H", "H", "H", "H", "C", "O", "C", "C", "N", "C", "C", "O", "C", "H", "H", "H", "H", "H", "H", "H", "H", "H", "H", "H", "H", "H", "H", "H", "C", "O", "C", "C", "N", "C", "C", "O", "C", "H", "H", "H", "H", "H", "H", "H", "H", "H", "H", "H", "H", "H", "H", "H", "C", "O", "C", "C", "N", "C", "C", "O", "C", "H", "H", "H", "H", "H", "H", "H", "H", "H", "H", "H", "H", "H", "H", "H", "C", "C", "C", "O", "C", "N", "H", "H", "H", "H", "H", "H", "H", "H", "H", "H", "H", "C", "C", "C", "O", "C", "N", "H", "H", "H", "H", "H", "H", "H", "H", "H", "H", "H", "C", "C", "C", "O", "C", "N", "H", "H", "H", "H", "H", "H", "H", "H", "H", "H", "H"],
  "xyz": [[-24.144, -20.579, -27.937], [-24.903, -18.647, -27.881], [-23.359, -22.456, -28.061], [-27.757, -19.046, -26.001], [-28.306, -19.653, -26.936], [-27.237, -17.885, -26.512], [-28.568, -18.774, -24.989], [-26.329, -20.428, -25.456], [-25.183, -19.621, -24.930], [-26.729, -21.277, -24.365], [-25.670, -21.210, -26.888], [-26.669, -22.500, -27.040], [-27.989, -22.218, -26.487], [-26.736, -22.950, -28.422], [-25.949, -24.015, -25.989], [-25.681, -23.582, -24.776], [-26.821, -25.030, -25.899], [-24.838, -24.472, -26.575], [-30.443, -13.562, -23.039], [-29.128, -14.270, -23.332], [-28.017, -13.232, -22.998], [-26.579, -13.766, -22.671], [-26.634, -14.990, -21.679], [-27.668, -16.107, -22.148], [-28.959, -15.381, -22.331], [-30.152, -16.215, -22.401], [-27.075, -16.741, -23.324], [-27.884, -17.145, -21.058], [-29.012, -14.721, -24.860], [-31.364, -14.137, -22.951], [-30.816, -13.065, -23.935], [-30.474, -12.950, -22.138], [-27.871, -12.526, -23.815], [-28.275, -12.602, -22.147], [-26.070, -12.887, -22.275], [-26.042, -13.886, -23.611], [-26.731, -14.803, -20.610], [-25.631, -15.415, -21.720], [-26.473, -17.615, -23.077], [-27.955, -17.161, -23.811], [-26.411, -16.211, -24.006], [-28.327, -16.779, -20.131], [-28.620, -17.888, -21.363], [-26.906, -17.595, -20.891], [-29.550, -15.639, -25.094], [-27.977, -15.030, -25.005], [-29.019, -13.872, -25.544], [-29.880, -16.857, -23.061], [-27.952, -18.890, -14.278], [-27.838, -20.086, -14.893], [-28.865, -20.220, -15.817], [-28.854, -21.570, -16.443], [-27.823, -21.704, -17.454], [-28.288, -21.128, -18.770], [-27.156, -21.311, -19.862], [-26.516, -20.077, -20.163], [-25.563, -20.326, -21.175], [-27.711, -18.108, -14.998], [-27.254, -18.933, -13.442], [-28.998, -18.754, -14.001], [-28.942, -19.448, -16.582], [-29.831, -20.130, -15.322], [-29.830, -21.701, -16.912], [-28.716, -22.269, -15.618], [-27.091, -21.020, -17.325], [-28.380, -20.042, -18.752], [-29.243, -21.544, -19.090], [-27.698, -21.590, -20.765], [-26.290, -21.952, -19.697], [-25.267, -19.408, -21.683], [-25.856, -21.012, -21.970], [-24.659, -20.786, -20.775], [-25.798, -27.685, -28.700], [-24.470, -27.670, -29.263], [-23.722, -26.442, -29.143], [-22.329, -26.371, -29.735], [-21.218, -26.911, -28.927], [-20.855, -25.965, -27.888], [-19.707, -26.373, -26.972], [-19.291, -25.513, -25.933], [-18.566, -24.421, -26.482], [-26.577, -27.973, -29.407], [-26.125, -26.782, -28.185], [-25.888, -28.479, -27.958], [-23.801, -26.281, -28.068], [-24.310, -25.695, -29.676], [-22.209, -25.355, -30.110], [-22.476, -27.047, -30.577], [-21.456, -27.802, -28.513], [-21.756, -25.861, -27.283], [-20.660, -24.990, -28.335], [-18.921, -26.777, -27.611], [-20.030, -27.292, -26.484], [-17.599, -24.798, -26.814], [-18.332, -23.644, -25.754], [-19.051, -23.935, -27.329], [-22.747, -17.213, -22.788], [-22.865, -18.028, -24.024], [-21.630, -18.469, -24.695], [-21.851, -19.033, -26.119], [-22.885, -20.048, -26.254], [-22.604, -21.221, -25.492], [-21.253, -22.067, -25.796], [-20.098, -21.430, -25.190], [-19.894, -21.929, -23.892], [-21.969, -17.660, -22.169], [-23.736, -17.202, -22.328], [-22.348, -16.226, -23.020], [-21.115, -19.148, -24.015], [-21.114, -17.516, -24.805], [-20.854, -19.181, -26.532], [-22.246, -18.185, -26.679], [-23.447, -19.534, -25.591], [-23.450, -21.895, -25.619], [-22.619, -21.107, -24.408], [-20.998, -22.101, -26.855], [-21.275, -23.085, -25.408], [-18.871, -21.624, -23.672], [-19.940, -23.013, -23.793], [-20.664, -21.557, -23.216], [-32.277, -30.736, -23.416], [-31.771, -29.851, -24.343], [-30.676, -29.128, -23.927], [-30.034, -28.356, -25.096], [-30.753, -27.058, -25.116], [-30.423, -26.232, -26.327], [-30.683, -24.764, -26.169], [-31.912, -24.475, -26.771], [-32.396, -23.193, -26.535], [-31.456, -31.397, -23.139], [-33.052, -31.386, -23.823], [-32.570, -30.283, -22.468], [-29.832, -29.759, -23.649], [-30.888, -28.599, -22.997], [-30.223, -28.790, -26.078], [-28.958, -28.240, -24.966], [-31.686, -27.401, -25.294], [-30.884, -26.732, -27.179], [-29.378, -26.368, -26.604], [-29.845, -24.284, -26.675], [-30.668, -24.511, -25.109], [-32.816, -23.245, -25.531], [-33.150, -23.052, -27.310], [-31.642, -22.407, -26.581], [-25.458, -22.851, -31.474], [-24.688, -21.595, -31.162], [-24.485, -20.674, -32.447], [-23.784, -19.567, -31.933], [-23.328, -18.715, -32.928], [-25.359, -20.912, -29.908], [-25.511, -23.543, -30.633], [-24.992, -23.395, -32.296], [-26.515, -22.746, -31.720], [-23.684, -21.802, -30.794], [-25.416, -20.319, -32.888], [-23.953, -21.229, -33.220], [-22.620, -18.045, -32.440], [-24.176, -18.125, -33.274], [-22.993, -19.174, -33.858], [-25.720, -20.075, -30.341], [-26.126, -21.564, -29.824], [-29.430, -24.572, -30.965], [-30.238, -23.412, -30.465], [-29.852, -22.065, -31.123], [-28.611, -21.658, -30.603], [-28.891, -20.686, -29.625], [-31.655, -23.666, -30.641], [-28.398, -24.635, -30.619], [-29.467, -24.755, -32.039], [-29.970, -25.423, -30.550], [-30.070, -23.298, -29.394], [-30.634, -21.306, -31.099], [-29.525, -22.253, -32.145], [-29.414, -21.247, -28.850], [-29.346, -19.761, -29.979], [-27.920, -20.394, -29.225], [-32.214, -22.878, -30.344], [-31.997, -24.283, -29.919], [-32.553, -19.122, -30.696], [-32.857, -20.090, -29.563], [-33.193, -19.457, -28.232], [-32.147, -18.830, -27.484], [-32.115, -19.152, -26.098], [-34.019, -20.902, -30.049], [-32.289, -19.781, -31.523], [-31.642, -18.602, -30.398], [-33.461, -18.543, -30.864], [-31.998, -20.730, -29.361], [-33.684, -20.267, -27.695], [-34.042, -18.775, -28.281], [-31.809, -20.182, -25.912], [-33.073, -18.927, -25.630], [-31.427, -18.483, -25.581], [-34.105, -21.181, -31.016], [-34.944, -20.710, -29.693]],
  "lowdin_charge": [1.074, -0.479, -0.460, -0.609, 0.193, 0.135, 0.156, 0.769, -0.350, -0.287, -0.379, 0.650, -0.306, -0.295, -0.606, 0.149, 0.143, 0.130, -0.056, -0.456, -0.138, -0.154, -0.091, -0.519, -0.069, -0.027, -0.058, -0.024, -0.009, 0.072, 0.080, 0.084, 0.112, 0.105, 0.098, 0.095, 0.112, 0.093, 0.081, 0.063, 0.098, 0.094, 0.084, 0.075, 0.071, 0.051, 0.082, 0.062, -0.147, -0.156, -0.284, -0.218, -0.048, -0.157, -0.190, -0.209, -0.121, 0.093, 0.100, 0.087, 0.124, 0.120, 0.118, 0.121, 0.099, 0.102, 0.110, 0.112, 0.119, 0.073, 0.070, 0.087, -0.094, -0.197, -0.212, -0.183, -0.053, -0.231, -0.240, -0.161, -0.106, 0.079, 0.069, 0.078, 0.102, 0.111, 0.120, 0.117, 0.113, 0.108, 0.111, 0.121, 0.121, 0.088, 0.079, 0.079, -0.041, -0.234, -0.150, -0.153, -0.124, -0.179, -0.129, -0.223, -0.130, 0.080, 0.073, 0.080, 0.110, 0.124, 0.132, 0.126, 0.056, 0.085, 0.128, 0.110, 0.115, 0.097, 0.083, 0.081, -0.128, -0.176, -0.256, -0.183, -0.060, -0.192, -0.232, -0.194, -0.116, 0.083, 0.093, 0.089, 0.110, 0.128, 0.117, 0.113, 0.097, 0.121, 0.101, 0.102, 0.130, 0.094, 0.088, 0.072, -0.061, -0.296, -0.172, -0.196, -0.120, 0.056, 0.066, 0.089, 0.078, 0.121, 0.130, 0.127, 0.097, 0.087, 0.090, 0.088, 0.015, -0.052, -0.435, -0.182, -0.199, -0.108, 0.052, 0.074, 0.083, 0.074, 0.126, 0.097, 0.128, 0.088, 0.098, 0.063, 0.033, 0.068, -0.060, -0.427, -0.210, -0.170, -0.092, 0.030, 0.065, 0.074, 0.088, 0.105, 0.110, 0.129, 0.074, 0.089, 0.075, 0.070, 0.066],
  "s_squared": 3.7826,
  "e_homo_ev": [-8.2753, -8.2753],
  "gap_ev": [6.120, 7.326],
  "spin_multiplicity": 4,
  "energy_ha": -6193.8432
}

No. 2
{
  "formula": "C40H40NO2",
  "method": "the ωB97M-V functional and the def2-TZVPD basis",
  "symbols": ["C", "O", "C", "C", "C", "C", "C", "C", "C", "C", "C", "C", "C", "O", "C", "C", "C", "C", "C", "H", "H", "H", "H", "H", "H", "H", "H", "H", "H", "H", "H", "H", "H", "H", "H", "H", "C", "C", "C", "C", "C", "C", "C", "C", "C", "C", "C", "C", "C", "C", "C", "C", "C", "C", "C", "C", "C", "N", "C", "C", "H", "H", "H", "H", "H", "H", "H", "H", "H", "H", "H", "H", "H", "H", "H", "H", "H", "H", "H", "H", "H", "H", "H"],
  "xyz": [[8.942, 3.001, 0.810], [7.750, 2.769, 1.601], [6.704, 2.072, 1.090], [5.602, 1.869, 1.962], [4.496, 1.168, 1.538], [4.388, 0.658, 0.210], [3.211, 0.003, -0.290], [3.031, -0.189, -1.662], [2.132, -1.103, -2.202], [2.186, -1.557, -3.558], [1.078, -2.229, -4.141], [1.084, -2.632, -5.451], [2.223, -2.407, -6.266], [2.145, -2.855, -7.545], [3.273, -2.717, -8.448], [3.357, -1.757, -5.714], [3.331, -1.361, -4.385], [5.537, 0.831, -0.624], [6.657, 1.547, -0.227], [9.603, 3.545, 1.490], [9.411, 2.052, 0.505], [8.715, 3.619, -0.073], [5.694, 2.293, 2.962], [3.678, 1.023, 2.239], [2.464, -0.350, 0.421], [3.595, 0.452, -2.357], [1.318, -1.470, -1.568], [0.200, -2.406, -3.526], [0.234, -3.131, -5.905], [2.911, -3.194, -9.362], [3.506, -1.656, -8.635], [4.162, -3.245, -8.065], [4.245, -1.578, -6.330], [4.218, -0.891, -3.959], [5.527, 0.384, -1.618], [7.501, 1.708, -0.909], [-6.605, 1.346, 4.484], [-6.567, 1.781, 3.158], [-5.450, 1.509, 2.352], [-4.390, 0.744, 2.855], [-3.181, 0.311, 2.020], [-3.398, 0.660, 0.536], [-2.681, 1.691, -0.081], [-2.914, 2.003, -1.428], [-3.891, 1.319, -2.151], [-4.633, 0.313, -1.524], [-4.402, -0.002, -0.181], [-1.879, 0.915, 2.559], [-1.843, 1.958, 3.499], [-0.609, 2.444, 3.963], [0.598, 1.960, 3.443], [0.563, 0.952, 2.477], [-0.663, 0.434, 2.062], [-2.985, -1.233, 2.182], [-4.232, -2.130, 2.431], [-3.895, -3.449, 1.706], [-2.734, -3.137, 0.754], [-2.185, -1.866, 1.179], [-4.407, 0.367, 4.206], [-5.512, 0.649, 5.012], [-7.474, 1.561, 5.113], [-7.403, 2.348, 2.740], [-5.421, 1.901, 1.330], [-1.949, 2.265, 0.493], [-2.335, 2.801, -1.897], [-4.093, 1.584, -3.191], [-5.412, -0.222, -2.069], [-5.038, -0.737, 0.316], [-2.773, 2.403, 3.872], [-0.598, 3.221, 4.732], [1.557, 2.365, 3.779], [1.472, 0.549, 2.037], [-0.630, -0.389, 1.356], [-2.358, -1.398, 3.077], [-4.343, -2.278, 3.518], [-5.171, -1.676, 2.069], [-3.576, -4.198, 2.438], [-4.778, -3.843, 1.190], [-1.927, -3.880, 0.777], [-3.086, -3.034, -0.286], [-1.826, -1.313, 0.400], [-3.543, -0.151, 4.631], [-5.507, 0.320, 6.052]],
  "lowdin_charge": [-0.035, -0.061, -0.230, 0.026, 0.006, -0.198, 0.054, -0.083, 0.045, -0.210, -0.003, 0.023, -0.227, -0.061, -0.034, 0.014, 0.005, 0.001, 0.015, 0.101, 0.102, 0.102, 0.133, 0.109, 0.117, 0.120, 0.137, 0.126, 0.131, 0.100, 0.102, 0.102, 0.117, 0.114, 0.110, 0.117, -0.085, -0.069, -0.014, -0.187, -0.248, -0.179, -0.019, -0.077, -0.093, -0.068, -0.035, -0.171, -0.008, -0.065, -0.089, -0.078, -0.040, -0.291, -0.118, -0.149, -0.206, -0.054, -0.060, -0.065, 0.105, 0.106, 0.118, 0.118, 0.103, 0.103, 0.106, 0.115, 0.123, 0.107, 0.099, 0.056, 0.092, 0.143, 0.114, 0.107, 0.107, 0.109, 0.104, 0.107, 0.103, 0.128, 0.107],
  "charge": 1,
  "e_homo_ev": -9.8735,
  "gap_ev": 4.804,
  "spin_multiplicity": 1,
  "energy_ha": -1753.1615
}